13
Properties=species:S:1:pos:R:3 method="wB97M-V/def2-TZVPD" total_charge=+1 e_above_lowest_kcal_mol=74.04 e_lumo_ev="-6.23 / -6.23" e_homo_ev="-14.7 / -14.7" energy_ha=-286.5173 molar_mass_g_mol=92.12 orbital_gap_ha="0.312 / 0.312"
C 2.31443 0.19889 -0.17147
C 1.71386 -1.04873 0.22315
C 1.35368 1.14600 -0.34176
C 0.43664 -1.13854 0.49607
C -0.82678 0.08022 0.06409
C -2.20174 -0.12628 -0.22427
N 0.10615 0.87844 -0.15010
H 3.24904 0.29418 -0.59897
H 2.41363 -1.80192 0.34513
H 1.69195 2.21388 -0.60576
H -2.92950 -0.35784 0.56608
H -2.46054 0.66081 -0.84519
H -2.18805 -1.09002 -0.78874



13
Properties=species:S:1:pos:R:3 method="wB97M-V/def2-TZVPD" total_charge=+1 e_above_lowest_kcal_mol=80.11 e_lumo_ev=-5.50 e_homo_ev=-14.5 energy_ha=-286.5076 molar_mass_g_mol=92.12 orbital_gap_ha=0.333
C 2.71048 -0.33269 0.09119
C 0.24520 -1.45133 0.13066
C 2.06333 0.98624 0.07597
C 1.46798 -0.92234 -0.08365
C -0.48554 -0.20491 0.14928
C -1.77507 0.27015 0.18121
N 0.84488 0.48381 -0.16485
H 3.66648 -0.85395 0.27148
H -0.18773 -2.33578 0.56573
H 2.52348 1.97786 0.23499
H -2.20874 0.01360 1.16555
H -1.66412 1.37138 -0.11994
H -2.35091 -0.30667 -0.53147



13
Properties=species:S:1:pos:R:3 method="wB97M-V/def2-TZVPD" total_charge=+1 e_above_lowest_kcal_mol=69.12 e_lumo_ev="-4.03 / -5.86" multiplicity=3 e_homo_ev="-11.0 / -14.0" energy_ha=-286.3817 molar_mass_g_mol=92.12 orbital_gap_ha="0.258 / 0.298"
C 2.85410 1.38889 -0.09053
C 2.06844 0.50660 0.20838
C 0.59008 -1.64464 -0.58043
C -0.09062 -0.89658 0.57649
C 1.79916 -2.03496 0.07956
C 1.44469 -0.71194 0.48883
N -1.15925 0.09365 0.15372
H 3.43483 2.18602 -0.47908
H 0.37243 -1.66794 -1.61294
H -0.50826 -1.54630 1.32847
H -1.98785 -0.40019 -0.21841
H -0.83498 0.40839 -0.76551
H -1.38237 0.88684 0.74350



14
Properties=species:S:1:pos:R:3 method="wB97M-V/def2-TZVPD" e_above_lowest_kcal_mol=95.60 e_lumo_ev=0.03 e_homo_ev=-9.5 energy_ha=-341.5702 molar_mass_g_mol=106.13 orbital_gap_ha=0.350
C 0.78193 1.36037 -0.93417
C 0.60177 0.49862 -1.81932
C 0.51533 1.47859 0.38459
C -0.05123 0.05077 0.77831
C 0.12072 -0.90362 -1.64697
C -0.68049 -0.84323 -0.34627
N 0.85804 2.29102 1.25620
N -0.15062 -0.01334 2.04671
H -0.54679 -1.38121 -2.32402
H 1.07900 -1.44663 -1.63189
H -0.87819 -1.85180 -0.00427
H -1.69128 -0.29261 -0.46624
H 0.49143 1.97262 2.18547
H -0.44961 -0.91956 2.52187



15
Properties=species:S:1:pos:R:3 method="wB97M-V/def2-TZVPD" e_above_lowest_kcal_mol=64.29 e_lumo_ev=-0.75 smiles="Cc1cncc(=O)cn1" e_homo_ev=-9.4 energy_ha=-416.8712 molar_mass_g_mol=122.13 orbital_gap_ha=0.319
C -2.31497 -0.51331 0.17144
C -0.93351 -0.01576 -0.04455
C -0.66935 1.29695 -0.13606
C 1.83664 1.20605 -0.14572
C 2.23166 -0.22758 -0.15884
C 1.12483 -1.26268 -0.32758
H -2.15230 -1.38563 0.95364
H -2.98200 0.29037 0.50047
H -2.80718 -1.00419 -0.61637
H -1.43859 2.08528 0.18706
H 2.78521 1.86045 0.09949
H 1.42011 -2.28531 -0.60337
N 0.70348 1.78656 -0.08169
N -0.11080 -1.20569 -0.15233
O 3.30678 -0.62550 0.35441



15
Properties=species:S:1:pos:R:3 method="wB97M-V/def2-TZVPD" e_above_lowest_kcal_mol=147.57 e_lumo_ev="-2.55 / -3.77" e_homo_ev="-9.4 / -7.5" energy_ha=-416.7385 molar_mass_g_mol=122.13 orbital_gap_ha="0.250 / 0.136"
C -0.60212 -0.31584 2.95975
C -0.70359 -1.73809 -1.52963
C -1.16354 -0.85240 -0.53758
C 0.58299 -1.31764 -1.85543
C -0.13212 0.06942 -0.35004
C 0.73882 2.15398 0.61715
N -0.16958 -0.84976 3.87863
N -0.23591 1.07108 0.40607
O 1.02087 -0.28957 -1.07578
H -1.30521 -2.48011 -1.87749
H -2.11588 -0.90982 -0.14614
H 1.35807 -1.50964 -2.53608
H 0.20507 2.99314 0.62382
H 1.13619 1.81298 1.67278
H 1.38594 2.16228 -0.25002



17
Properties=species:S:1:pos:R:3 method="wB97M-V/def2-TZVPD" e_above_lowest_kcal_mol=38.00 e_lumo_ev=0.15 e_homo_ev=-9.7 energy_ha=-890.3189 molar_mass_g_mol=170.19 orbital_gap_ha=0.363
C -1.21323 0.65285 0.42086
C -1.68905 1.96371 0.46544
C 0.31452 2.89906 -0.26233
C 0.13153 0.59000 0.20298
C 0.90562 1.68757 -0.07111
C 1.23374 -1.69158 0.94426
N -0.96416 3.01070 0.08980
N 1.12151 -0.51962 0.05304
O 2.86271 0.68888 -1.55136
O 3.21602 0.37982 0.93666
S 2.35263 0.61913 -0.20390
H -1.82652 -0.15108 0.70135
H -2.82868 2.09701 0.51326
H 0.98164 3.79009 -0.39941
H 0.90035 -1.54630 1.97112
H 0.87238 -2.57177 0.52461
H 2.22729 -1.77707 1.08992



15
Properties=species:S:1:pos:R:3 method="wB97M-V/def2-TZVPD" total_charge=+1 e_above_lowest_kcal_mol=84.98 e_lumo_ev=-5.45 e_homo_ev=-13.7 energy_ha=-396.0832 molar_mass_g_mol=120.13 orbital_gap_ha=0.305
C 0.52621 0.60053 1.18190
C 0.14068 0.17036 -2.54596
C -0.24599 0.07281 0.14464
C 0.11502 0.25361 -1.12874
C 2.32163 2.13341 0.52196
C -1.22947 -0.98810 0.42934
N 1.53554 1.44726 1.17470
N 3.28198 2.57000 -0.05816
N 1.11389 0.82259 -1.91989
H 0.11404 0.42246 2.15350
H -0.34995 -0.21117 -3.32974
H -2.23709 -0.79055 0.95217
H -0.70610 -1.65024 1.13151
H -1.34386 -1.61229 -0.46338
H 4.02548 3.20966 0.20578



What did the eighth record say?
15
Properties=species:S:1:pos:R:3 method="wB97M-V/def2-TZVPD" total_charge=+1 e_above_lowest_kcal_mol=84.98 e_lumo_ev=-5.45 e_homo_ev=-13.7 energy_ha=-396.0832 molar_mass_g_mol=120.13 orbital_gap_ha=0.305
C 0.52621 0.60053 1.18190
C 0.14068 0.17036 -2.54596
C -0.24599 0.07281 0.14464
C 0.11502 0.25361 -1.12874
C 2.32163 2.13341 0.52196
C -1.22947 -0.98810 0.42934
N 1.53554 1.44726 1.17470
N 3.28198 2.57000 -0.05816
N 1.11389 0.82259 -1.91989
H 0.11404 0.42246 2.15350
H -0.34995 -0.21117 -3.32974
H -2.23709 -0.79055 0.95217
H -0.70610 -1.65024 1.13151
H -1.34386 -1.61229 -0.46338
H 4.02548 3.20966 0.20578